1.
A cluster of 4 separate species, C38H55ClFNO11 in total at a distorted geometry, computed with ωB97M-V/def2-TZVPD.

Geometry as ORCA input:
```
! RIJCOSX wB97M-V def2-TZVPD def2/J DEFGRID3
* xyz 0 1
C 3.50 -3.57 4.42
C 2.75 -2.56 3.92
C 1.31 -2.92 3.41
C 0.39 -1.65 3.46
C -0.06 -0.93 2.26
C 0.37 -1.43 0.84
C -0.82 -1.99 -0.02
F -0.58 -1.61 -1.36
C -0.90 0.28 2.31
C -1.36 1.07 1.05
C -0.39 2.32 0.92
C -0.95 3.41 -0.09
C 0.22 3.75 -1.10
O 1.25 4.12 -0.63
O 0.03 3.57 -2.46
C -1.30 0.82 3.61
C -2.14 2.11 3.82
C -3.71 1.90 3.90
C -4.19 0.44 4.21
C -4.74 -0.27 2.90
N -6.07 0.25 2.49
C -7.15 -0.30 3.37
C -6.42 -0.26 1.14
C -6.49 -1.79 0.81
O -6.71 0.54 0.29
C -0.86 0.10 4.82
C -0.02 -1.11 4.76
C 0.43 -1.76 6.11
O 0.54 -2.94 6.29
C 0.69 -0.73 7.26
C -0.08 0.38 7.31
Cl 0.17 1.63 8.56
C -1.22 0.60 6.25
O -2.28 1.07 6.56
H 3.11 -4.62 4.36
H 4.50 -3.40 4.87
H 3.13 -1.51 3.93
H 0.88 -3.70 4.10
H 1.32 -3.40 2.40
H 1.21 -2.17 0.88
H 0.81 -0.53 0.33
H -1.76 -1.52 0.37
H -0.92 -3.10 0.10
H -2.40 1.45 1.22
H -1.38 0.46 0.11
H 0.61 1.98 0.55
H -0.19 2.81 1.91
H -1.81 2.96 -0.65
H -1.33 4.34 0.41
H -0.89 3.83 -2.64
H -1.75 2.65 4.72
H -1.94 2.77 2.94
H -4.08 2.54 4.74
H -4.24 2.30 2.99
H -5.10 0.54 4.87
H -3.48 -0.20 4.77
H -3.99 -0.10 2.08
H -4.83 -1.39 3.02
H -7.16 0.35 4.28
H -6.92 -1.35 3.68
H -8.16 -0.20 2.87
H -7.05 -1.93 -0.15
H -7.09 -2.37 1.57
H -5.49 -2.26 0.71
H 1.48 -0.86 8.03
O 6.42 -0.28 -3.07
C 5.83 0.77 -3.04
O 5.81 1.49 -1.91
C 5.30 2.83 -1.82
C 3.80 2.84 -1.60
C 5.02 1.24 -4.22
H 5.60 3.42 -2.70
H 5.79 3.29 -0.96
H 3.27 2.37 -2.43
H 3.44 3.85 -1.48
H 3.55 2.27 -0.70
H 4.04 0.76 -4.20
H 5.54 0.95 -5.13
H 4.90 2.32 -4.27
O -6.40 -4.22 -0.21
C -5.73 -4.81 -1.02
O -4.72 -4.17 -1.64
C -3.74 -4.82 -2.47
C -4.24 -4.96 -3.89
C -6.07 -6.22 -1.43
H -3.44 -5.78 -2.04
H -2.86 -4.18 -2.46
H -5.14 -5.58 -3.95
H -3.47 -5.40 -4.53
H -4.51 -3.98 -4.29
H -6.85 -6.19 -2.19
H -6.44 -6.75 -0.55
H -5.22 -6.79 -1.80
O 5.99 4.23 -5.73
C 6.83 4.05 -6.56
O 6.88 2.88 -7.23
C 7.71 2.63 -8.37
C 9.10 2.21 -7.95
C 7.90 5.08 -6.83
H 7.72 3.49 -9.04
H 7.24 1.82 -8.91
H 9.61 3.00 -7.38
H 9.71 1.97 -8.82
H 9.06 1.34 -7.30
H 8.70 4.97 -6.09
H 7.45 6.07 -6.72
H 8.31 5.05 -7.83
*
```

HOMO level = -9.0 eV
SMILES = C=CCc1c(CCF)c(CCCC(=O)O)c(CCCCN(C)C(C)=O)c2c1C(=O)C=C(Cl)C2=O.CCOC(C)=O.CCOC(C)=O.CCOC(C)=O

=====

2.
A cluster of 2 separate species, C17H20N4O5 in total at a distorted geometry, computed with ωB97M-V/def2-TZVPD.

Geometry as ORCA input:
```
! RIJCOSX wB97M-V def2-TZVPD def2/J DEFGRID3
* xyz 0 1
C 0.11 2.86 -2.22
H 0.17 1.75 -2.68
O 0.71 2.84 -0.99
C 0.36 2.10 -0.06
C -0.66 1.34 -0.38
C -1.03 0.40 0.78
C -0.31 0.36 1.98
C 0.95 1.01 2.08
C 1.26 2.03 1.16
O 2.20 2.80 1.45
C 2.56 3.92 1.01
H 1.75 4.62 0.86
H 3.26 4.60 1.25
H 2.84 3.80 -0.10
O 1.76 1.00 3.13
C 1.40 0.11 4.27
H 1.46 -0.88 3.66
H 0.42 0.18 4.68
H 2.24 0.00 4.90
H -0.50 -0.61 2.72
C -1.92 -0.74 0.50
O -1.94 -1.82 1.25
N -3.07 -0.49 -0.16
H -3.11 0.51 -0.58
C -3.67 -1.64 -0.87
H -4.01 -2.32 -0.10
H -4.94 -0.93 -1.17
C -3.21 -2.19 -2.05
N -1.91 -2.26 -1.77
C -0.99 -1.42 -2.14
O -1.04 -0.60 -2.86
C 0.51 -1.65 -1.53
N 1.14 -0.62 -1.32
C 2.27 -0.56 -0.72
C 2.61 -1.77 0.00
N 1.91 -3.11 -0.02
C 0.93 -2.94 -1.02
H 0.11 -3.75 -0.89
H 3.48 -1.93 0.72
H 2.91 0.23 -0.38
H -1.90 -2.93 -1.06
H -3.34 -1.21 -2.66
H -3.77 -2.84 -2.38
H -1.29 1.46 -1.13
H 0.95 3.52 -2.85
H -0.93 3.17 -2.40
*
```

HOMO level = -7.5 eV
Relative energy (zero: lowest compared OMol25 entry of this formula, charge and spin) = 17.314 eV

=====

3.
A structure of composition C33H38FeGeIN9SSe at a distorted geometry, computed with ωB97M-V/def2-TZVPD.

Geometry as ORCA input:
```
! RIJCOSX wB97M-V def2-TZVPD def2/J DEFGRID3
* xyz 1 2
Fe -2.52 0.85 0.08
N -2.10 1.95 4.17
C -2.30 1.83 2.85
S -2.14 0.23 2.15
N -2.60 2.92 2.18
N -2.82 2.65 0.87
C -3.12 3.62 0.09
C -3.36 3.24 -1.30
C -3.65 4.16 -2.30
C -3.90 3.71 -3.58
C -3.87 2.34 -3.83
C -3.58 1.49 -2.78
N -3.30 1.92 -1.55
H -1.99 1.14 4.75
H -2.27 2.84 4.61
H -3.20 4.64 0.44
H -3.69 5.22 -2.06
H -4.13 4.40 -4.37
H -4.09 1.94 -4.80
H -3.58 0.41 -2.92
I -5.00 -0.19 0.04
C -4.25 -2.00 -0.67
C -5.11 -2.99 -1.02
C -4.58 -4.23 -1.44
C -3.23 -4.42 -1.45
C -2.34 -3.39 -1.07
C -0.95 -3.63 -0.99
C -0.12 -2.65 -0.52
C -0.63 -1.38 -0.18
C -1.96 -1.05 -0.32
C -2.84 -2.11 -0.70
H -6.18 -2.85 -0.96
H -5.26 -5.03 -1.72
H -2.82 -5.38 -1.74
H -0.56 -4.60 -1.27
H 0.94 -2.84 -0.39
H 0.07 -0.66 0.21
C 2.13 -3.13 5.40
Ge 1.52 -2.24 3.77
C 2.89 -2.35 2.39
C -0.14 -3.05 3.12
C 1.09 -0.35 4.18
Se 1.42 0.90 2.71
C 3.34 1.10 2.94
H 2.36 -4.17 5.20
H 1.35 -3.09 6.17
H 3.02 -2.64 5.79
H 2.93 -3.37 1.99
H 3.88 -2.10 2.79
H 2.66 -1.66 1.58
H 0.04 -4.04 2.69
H -0.60 -2.42 2.35
H -0.85 -3.16 3.94
H 1.59 0.03 5.07
H 0.01 -0.29 4.36
H 3.67 0.40 3.71
H 3.58 2.11 3.26
H 3.85 0.86 2.01
C -0.65 0.49 -2.92
C -0.20 1.35 -1.80
N -0.77 1.54 -0.61
C 0.01 2.46 0.07
C 1.06 2.81 -0.71
N 0.90 2.13 -1.89
C 1.79 2.24 -3.04
N 3.17 2.11 -2.68
N 3.95 3.23 -2.58
N 5.11 2.89 -2.20
C 5.15 1.51 -2.04
C 6.20 0.66 -1.69
C 5.92 -0.69 -1.65
C 4.64 -1.19 -1.94
C 3.59 -0.36 -2.27
C 3.88 1.01 -2.33
H -1.62 0.07 -2.71
H 0.03 -0.36 -3.05
H -0.70 1.05 -3.85
H -0.21 2.77 1.07
H 1.89 3.48 -0.54
H 1.68 3.23 -3.50
H 1.53 1.48 -3.77
H 7.18 1.06 -1.48
H 6.71 -1.39 -1.40
H 4.47 -2.25 -1.90
H 2.60 -0.75 -2.50
*
```

HOMO level (spin up / spin down) = -9.9 / -9.9 eV
Relative energy (zero: lowest compared OMol25 entry of this formula, charge and spin) = 0.000 eV

=====

- Which formula does entry 3 have?
  C33H38FeGeIN9SSe